{
  "formula": "C2H34O14",
  "method": "wB97M-V/def2-TZVPD",
  "molar_mass_g_mol": 282.28,
  "e_tot_ha": -1149.85772,
  "de_lowest_kcal_mol": 58.3,
  "elements": ["C", "C", "H", "H", "H", "H", "H", "H", "H", "H", "O", "H", "H", "O", "H", "H", "O", "H", "H", "O", "H", "H", "O", "H", "H", "O", "H", "H", "O", "H", "H", "O", "H", "H", "O", "H", "H", "O", "H", "H", "O", "H", "H", "O", "H", "H", "O", "H", "H", "O"],
  "positions_angstrom": [[-0.36509, -0.64422, -0.51184], [-0.92924, 0.22780, -1.63654], [-1.09250, -0.64139, 0.25973], [0.49386, -0.07029, 0.00566], [0.14295, -1.57590, -0.78251], [-0.41537, 1.27542, -1.71626], [-0.72781, -0.19701, -2.56881], [-1.96089, 0.30467, -1.47065], [-1.50506, 1.48235, 4.12864], [-0.98517, 0.51242, 3.11037], [-0.96848, 1.49322, 3.38110], [-2.29015, -2.38147, -0.34317], [-3.13847, -2.74273, -1.57339], [-2.45853, -3.02355, -1.08904], [0.50510, -1.27218, -3.59483], [0.45068, 0.09531, -4.44938], [1.05432, -0.50712, -3.83156], [2.16930, 2.17714, 0.31015], [3.37779, 1.70717, 1.04676], [2.60776, 2.24001, 1.23634], [-0.20845, -2.79849, -1.92067], [-0.63093, -3.03292, -3.36810], [0.12997, -3.01925, -2.80902], [-0.46137, 3.66418, 1.15654], [0.92923, 3.30656, 0.48863], [-0.02950, 3.11599, 0.55377], [-1.76387, 1.70550, 1.87264], [-1.89121, 1.99882, 0.34133], [-2.30968, 1.55641, 1.07515], [-3.08854, 0.05819, 0.53007], [-3.82213, -0.12247, -0.79671], [-3.46538, -0.62816, -0.01251], [1.05218, 0.72987, 3.31191], [2.14205, 1.13537, 2.31930], [1.49575, 0.36972, 2.60432], [0.44118, -2.83210, 2.78231], [0.44609, -1.48567, 2.15464], [0.28740, -2.43954, 1.89787], [3.99871, 0.10318, -2.51713], [2.61752, -0.13850, -3.33138], [3.14507, 0.56258, -2.84732], [2.50790, -0.65235, 1.66588], [2.12743, -2.02781, 1.20123], [2.85742, -1.55250, 1.43743], [1.49365, 1.49161, -1.67313], [2.64806, 2.44258, -1.88339], [2.02284, 2.22244, -1.33434], [-1.75605, -1.38120, 2.20525], [-2.76965, -0.11651, 2.29277], [-2.11071, -0.69520, 2.69190]],
  "mulliken_charge": [1.42, -1.27, -0.71, -0.13, 0.31, 0.28, 0.20, 0.22, 0.27, 0.50, -0.72, 0.38, 0.27, -0.62, 0.37, 0.34, -0.72, 0.36, 0.33, -0.75, 0.42, 0.32, -0.68, 0.24, 0.27, -0.50, 0.50, 0.27, -0.81, 0.16, 0.34, -0.56, 0.24, 0.34, -0.67, 0.31, 0.18, -0.66, 0.29, 0.36, -0.68, 0.42, 0.35, -0.69, 0.31, 0.19, -0.55, 0.32, 0.32, -0.71]
}